Molecular formula: C17H19FN6O2S2
Method: DFT, ωB97M-V/def2-TZVPD

Results
Gap between HOMO and LUMO in hartree: 0.300
E in Eh: -2034.40851

Each line ends with the Mulliken charge.
Geometry (Å):
C -1.190 -1.471 -6.106  -1.05
C -2.672 -1.349 -5.721  -0.35
O -3.023 -1.424 -4.287  -0.54
C -2.174 -0.811 -3.390  1.11
C -1.983 -1.465 -2.186  -0.87
C -1.050 -1.036 -1.320  -0.34
C -0.234 0.048 -1.556  0.71
C 0.885 0.385 -0.631  -0.04
N 0.923 -0.232 0.525  -0.38
C 1.795 0.241 1.426  -0.26
C 1.824 -0.327 2.764  -0.42
S 3.452 -0.822 3.334  -0.16
C 3.086 -0.825 5.104  0.57
N 3.272 -1.799 5.935  -0.59
C 2.997 -1.497 7.164  0.46
N 3.106 -2.445 8.177  -0.44
N 2.463 -0.386 7.673  -0.49
C 2.385 0.585 6.761  0.49
N 1.703 1.652 7.214  -0.48
N 2.534 0.343 5.493  -0.51
C 2.735 1.111 0.870  -0.37
S 2.206 1.515 -0.789  -0.21
C -0.516 0.807 -2.682  -0.71
C -1.441 0.425 -3.679  -0.04
O -1.801 1.187 -4.670  -0.40
C -2.318 2.496 -4.370  -0.43
C -3.733 2.304 -3.752  -0.12
F -4.466 3.424 -4.091  -0.32
H -0.783 -2.416 -5.823  0.34
H -0.589 -0.749 -5.641  0.33
H -1.089 -1.387 -7.219  0.35
H -3.120 -0.407 -6.017  0.26
H -3.197 -2.117 -6.368  0.35
H -2.518 -2.387 -2.076  0.45
H -1.028 -1.496 -0.315  0.39
H 1.125 -1.139 2.668  0.35
H 1.280 0.313 3.439  0.38
H 3.095 -2.024 9.086  0.27
H 3.873 -3.100 8.015  0.27
H 1.019 2.086 6.620  0.23
H 1.340 1.467 8.148  0.27
H 3.635 1.467 1.389  0.44
H 0.068 1.640 -2.943  0.45
H -1.687 3.157 -3.694  0.26
H -2.383 3.006 -5.373  0.32
H -3.689 1.936 -2.704  0.32
H -4.120 1.515 -4.402  0.14

Molecular formula: C4H10O2S2
Method: DFT, ωB97M-V/def2-TZVPD

Results
Gap between HOMO and LUMO in hartree: 0.327
E in Eh: -1105.22760

Each line ends with the Mulliken charge.
Geometry (Å):
C -0.904 1.944 0.383  -0.67
S 0.314 1.778 1.694  -0.11
S 0.118 -0.207 2.410  -0.10
C 0.368 -1.429 1.001  -0.59
C 1.194 -1.008 -0.174  -0.40
C 2.371 -0.034 -0.010  -0.05
O 2.871 0.555 -0.924  -0.49
H -0.933 2.952 -0.037  0.38
H -1.946 1.811 0.688  0.29
H -0.777 1.285 -0.472  0.14
H 0.707 -2.294 1.552  0.42
H -0.611 -1.709 0.604  0.29
H 0.595 -0.638 -1.010  0.12
H 1.758 -1.863 -0.591  0.38
H 2.791 -0.008 1.023  0.38
O -2.710 0.020 -1.857  -0.62
H -2.182 -0.274 -2.619  0.31
H -3.024 -0.881 -1.661  0.31

no.,HOMO level (eV)
1,-7.9
2,-8.6